Computed, not measured: one molecule with the formula C4H5NO in a non-equilibrium geometry, with ωB97M-V with the def2-TZVPD basis set.

Last columns: bonded neighbours and bond lengths (Å).
Geometry (Å):
1 O -1.48 -2.01 -0.19  C2 1.204
2 C -0.78 -1.04 -0.12  O1 1.204, C3 1.497, N6 1.337
3 C 0.33 -0.87 0.87  C2 1.497, C4 1.309, H7 1.193
4 C 0.94 0.28 0.73  C3 1.309, C5 1.512, H8 1.068
5 C 0.22 1.02 -0.38  C4 1.512, N6 1.490, H9 1.112, H10 1.173
6 N -0.63 -0.04 -0.99  C2 1.337, C5 1.490, H11 1.086
7 H 0.72 -1.84 1.44  C3 1.193
8 H 1.69 0.77 1.30  C4 1.068
9 H 0.92 1.47 -1.11  C5 1.112
10 H -0.45 1.91 -0.01  C5 1.173
11 H -1.48 0.34 -1.56  N6 1.086

## Properties
**LUMO**: 0.81 eV
**Energy**: -7765.797 eV
**HOMO energy**: -9.71 eV
**SMILES**: O=C1C=CCN1